# C6H8N

The ion C6H8N with charge +1 (ωB97M-V/def2-TZVPD, the OMol25 dataset).

Bonds (Å) are listed after each position.
Cartesian coordinates (Å):
1 C 2.48 0.54 -0.05  C2 1.464, H8 1.078, H9 1.075, H10 1.120
2 C 1.18 -0.08 0.18  C1 1.464, C3 1.371, C7 1.682
3 C 0.54 -1.28 -0.02  C2 1.371, N4 1.572, H11 1.004
4 N -0.90 -0.80 0.39  C3 1.572, C5 1.589, C7 1.450, H12 1.053
5 C -2.24 -0.22 -0.21  N4 1.589, C6 1.485, H13 1.061, H14 1.092
6 C -1.62 1.12 -0.08  C5 1.485, C7 1.404, H15 1.016
7 C -0.38 0.54 0.26  C2 1.682, N4 1.450, C6 1.404
8 H 3.04 0.09 -0.85  C1 1.078
9 H 3.23 0.61 0.73  C1 1.075
10 H 2.41 1.64 -0.26  C1 1.120
11 H 0.79 -2.19 -0.36  C3 1.004
12 H -1.13 -1.05 1.39  N4 1.053
13 H -2.99 -0.56 0.46  C5 1.061
14 H -2.46 -0.41 -1.27  C5 1.092
15 H -1.95 2.05 -0.30  C6 1.016

Summary:
- LUMO energy: -0.14638 Eh
- Energy above the lowest of the compared OMol25 structures with the same formula, charge and spin: 6.155 eV
- HOMO level: -14.069 eV
- Total energy: -7829.533 eV
- M: 94.14 g/mol
- HOMO-LUMO gap: 10.09 eV
- Net charge: +1
- SMILES: CC1=C[N@@H+]2CC=C12